# 1
Here is a structure of composition C44H100F6O34S2V2 from OMol25. Energies are from ωB97M-V with the def2-TZVPD basis set.

Values from the calculation:
Highest occupied orbital energy in eV: -2.747
2S+1: 1
Charge: -2

Each line ends with the Mulliken charge.
Element x y z (Å)
O  -0.5221  0.6442  -0.0492  0.1512
V  0.5374  -0.5682  0.0635  0.9161
O  -0.1862  -1.8459  -0.6356  -0.2679
O  4.6960  -4.7362  -1.9386  -0.4344
V  4.3546  -3.1735  -2.1518  1.0382
O  5.7231  -2.4274  -1.9918  -0.5636
S  3.2104  -2.5794  1.1200  0.7909
O  2.1666  -1.5997  0.9181  -0.6588
O  4.3291  -1.9562  1.8179  -0.6562
O  2.6931  -3.7310  1.8387  -0.8636
O  3.6953  -3.0618  -0.1437  -0.1189
S  2.7382  -0.1041  -2.6264  0.4553
O  2.0796  0.2274  -3.8910  -0.6539
O  3.3210  -1.4491  -2.7078  -0.3104
O  3.7894  0.8989  -2.7097  -0.5859
O  1.8268  0.0401  -1.4575  -0.2202
C  5.5185  4.1975  -5.8211  -0.9071
O  4.7052  3.9345  -4.7320  -0.0723
C  4.2823  5.0345  -4.0130  -0.9755
C  3.5134  4.5346  -2.7917  -0.1161
O  2.5549  3.6372  -3.1755  -0.2578
C  1.7056  3.2096  -2.1162  0.5769
H  5.7842  3.3757  -6.4860  0.2083
H  6.4327  4.6518  -5.4392  0.3317
H  5.0319  4.9581  -6.4317  0.3364
H  3.7168  5.6619  -4.7020  0.4080
H  5.1343  5.6758  -3.7879  0.4336
H  3.1516  5.4908  -2.4136  0.1444
H  4.2707  4.1323  -2.1189  0.1941
H  2.3109  2.8573  -1.2809  -0.0393
H  1.0952  2.3718  -2.4532  -0.5080
H  1.0598  4.0142  -1.7644  0.1537
C  5.3014  -3.0774  -5.1279  -0.9565
O  4.2566  -3.5013  -4.3266  -0.1207
C  2.9170  -3.3406  -4.8374  -0.8678
C  1.8467  -3.9183  -3.8790  0.0458
O  2.3280  -4.2095  -2.5830  0.0788
C  1.3416  -4.7127  -1.7429  -1.1723
H  5.2826  -3.5245  -6.1218  0.3780
H  6.2377  -3.4698  -4.7311  0.2996
H  5.3996  -2.0071  -5.3093  0.2753
H  2.7227  -3.8455  -5.7836  0.7366
H  2.7268  -2.3137  -5.1495  0.1781
H  1.3940  -4.7574  -4.4071  0.6205
H  1.0740  -3.1499  -3.9035  -0.2892
H  1.7341  -4.8624  -0.7370  0.4211
H  1.0741  -5.7156  -2.0757  0.5237
H  0.4699  -4.0639  -1.6575  0.0465
C  -0.0003  -12.0860  -0.2719  -0.7377
O  -1.0433  -11.0327  -0.3626  -0.3414
C  -0.4619  -9.7991  -0.6542  -0.3213
C  -1.5746  -8.7778  -0.8190  -0.5899
O  -0.9289  -7.4940  -0.9778  -0.1568
C  -1.4420  -6.4559  -0.2348  -0.5660
H  0.3527  -12.2590  -1.2886  0.3081
H  -0.4797  -13.0281  -0.0059  0.2640
H  0.7767  -11.8977  0.4691  0.2986
H  0.1606  -9.7627  -1.5482  0.3211
H  0.1604  -9.4667  0.1766  0.2789
H  -2.1486  -8.7934  0.1075  0.3162
H  -2.2041  -8.9025  -1.7000  0.2616
H  -0.9334  -5.4949  -0.3124  -0.0752
H  -1.7247  -6.6785  0.7941  0.3751
H  -2.3905  -6.1925  -0.7027  0.3627
C  -5.7049  -2.9948  0.5796  -0.6924
O  -5.3734  -1.6249  0.7884  -0.4865
C  -3.9879  -1.3906  0.5417  0.4476
C  -3.4762  -1.8477  -0.8691  0.1681
O  -3.4454  -3.2308  -1.1430  -0.3657
C  -2.9731  -3.5000  -2.5050  -0.5764
H  -6.5773  -3.2716  1.1715  0.3356
H  -4.9090  -3.6786  0.8747  0.2081
H  -5.9949  -3.2027  -0.4504  0.2399
H  -3.4353  -1.9327  1.3091  0.1318
H  -3.7236  -0.3353  0.6107  -0.3248
H  -2.5229  -1.3844  -1.1232  -0.4521
H  -4.1258  -1.3371  -1.5801  0.7674
H  -3.6026  -3.1594  -3.3270  0.3131
H  -2.9156  -4.5843  -2.6010  0.4258
H  -1.9553  -3.1976  -2.7512  -0.0919
C  0.1280  6.1012  0.1904  -0.0066
O  -0.9279  6.5873  -0.6425  -0.2132
C  -1.0669  7.9923  -0.5656  -0.6751
C  -1.8015  8.4579  0.6685  -0.3567
O  -3.1989  8.1500  0.7403  -0.3053
C  -3.7690  8.4975  2.0927  -0.6947
H  1.1130  6.4879  -0.0709  0.4043
H  0.2127  5.0182  0.1000  -0.4895
H  0.0043  6.3657  1.2405  0.2189
H  -1.6177  8.1711  -1.4891  0.3367
H  -0.1843  8.6282  -0.6345  0.3749
H  -1.6927  9.5407  0.7299  0.3542
H  -1.2904  8.0057  1.5185  0.2624
H  -3.6373  9.5446  2.3656  0.3526
H  -3.2868  7.9069  2.8717  0.2067
H  -4.8388  8.2887  2.0849  0.2452
C  0.1328  0.7341  -8.4383  -0.7708
O  -0.7377  0.0654  -7.5157  -0.3687
C  -0.1078  -0.9182  -6.7247  -0.2491
C  -1.1819  -1.7497  -5.8961  -0.4394
O  -1.9603  -1.0966  -4.8800  -0.4709
C  -1.2224  -0.4003  -3.8765  -0.0254
H  -0.4246  1.5341  -8.9255  0.2697
H  0.4577  0.0890  -9.2546  0.2959
H  0.9634  1.2533  -7.9600  0.2848
H  0.6891  -0.5052  -6.1062  0.1634
H  0.4396  -1.6698  -7.2935  0.5252
H  -0.7182  -2.6175  -5.4271  0.2193
H  -1.8541  -2.1109  -6.6744  0.3745
H  -0.5391  -1.0461  -3.3250  -0.0209
H  -1.9450  0.1121  -3.2414  -0.2307
H  -0.5775  0.3974  -4.2449  0.3924
C  -1.1815  4.6407  3.0488  -0.6349
O  -1.5023  4.0154  4.2842  -0.3556
C  -2.8872  4.0957  4.5329  0.2639
C  -3.0484  3.8053  5.9803  -1.0911
O  -2.8062  2.4487  6.3548  -0.3120
C  -1.4618  2.0928  6.4523  -0.4133
H  -1.6916  4.2146  2.1849  0.0916
H  -0.0936  4.6280  2.9813  0.3961
H  -1.3742  5.7098  2.9601  0.4194
H  -3.3591  3.4207  3.8189  0.1200
H  -3.3639  5.0621  4.3693  0.1563
H  -4.1072  4.0120  6.1366  0.3334
H  -2.4487  4.4883  6.5819  0.4065
H  -1.2428  1.4974  7.3386  0.3613
H  -0.7111  2.8796  6.3781  0.3755
H  -1.1219  1.3944  5.6876  -0.1099
C  -0.8495  -2.8637  2.1857  -0.7434
O  -0.5053  -1.4434  2.0726  1.1568
C  0.1763  -1.0034  3.2672  -0.9716
C  0.3350  0.5379  3.2486  -0.4222
O  1.1531  0.9695  2.1387  0.1604
C  1.0423  2.3567  1.8633  -0.2304
H  -1.4703  -3.0125  3.0692  0.1579
H  0.0416  -3.4841  2.2812  0.3553
H  -1.4087  -3.2066  1.3152  -0.0843
H  1.1235  -1.5312  3.3779  0.3533
H  -0.4611  -1.2653  4.1118  -0.1131
H  0.7828  0.8417  4.1949  0.4833
H  -0.6803  0.9262  3.1688  -0.0554
H  1.6929  2.5552  1.0116  -0.1645
H  1.4727  2.9695  2.6553  0.7290
H  0.0670  2.7646  1.5977  -0.5662
C  4.5313  -0.4834  4.8516  -0.4282
O  5.3510  0.3127  3.9369  -0.3467
C  4.7027  1.5240  3.4480  0.2664
C  5.3951  1.9776  2.1094  -0.6821
O  5.4551  0.8336  1.2207  -0.3681
C  4.3777  0.7454  0.2693  0.1025
H  5.1238  -1.3332  5.1908  0.2804
H  3.5954  -0.8826  4.4607  -0.0217
H  4.1572  0.1135  5.6834  0.3580
H  4.9329  2.3776  4.0855  0.3639
H  3.6284  1.4299  3.2893  -0.2255
H  6.3942  2.3330  2.3615  0.3758
H  4.9542  2.8014  1.5481  0.2520
H  4.3455  1.6372  -0.3567  0.2983
H  3.4189  0.6162  0.7714  -0.2680
H  4.3152  -0.2041  -0.2624  -0.1693
C  -3.4481  -1.1201  4.2211  -0.7456
C  -3.1280  -0.9405  5.7157  -0.5330
O  -1.9090  -1.5074  6.1674  -0.1053
C  -1.7667  -1.7578  7.5022  0.2875
O  -2.5876  -1.3713  8.3422  -0.5810
C  -0.5202  -2.6166  7.8390  0.9421
F  0.5296  -1.9051  8.1708  -0.2361
F  -0.9876  -3.4806  8.7607  -0.2577
F  -0.2093  -3.3305  6.7668  -0.2257
H  -2.7667  -0.6542  3.5093  -0.0737
H  -4.4028  -0.6852  3.9255  0.4647
H  -3.5408  -2.1994  4.1004  0.3446
H  -3.9322  -1.4963  6.1977  0.5381
H  -3.1381  0.1073  6.0161  0.1689
C  -2.3755  2.9565  -2.5683  -1.0944
C  -2.8997  2.4862  -1.1986  1.3452
O  -3.9173  3.3063  -0.6927  -0.3596
C  -4.2092  3.2253  0.6736  0.2208
O  -3.6079  2.5047  1.4683  -0.3907
C  -5.2208  4.2433  1.1009  0.8004
F  -6.1826  3.6455  1.7729  -0.2545
F  -4.4979  5.1039  1.9133  -0.1359
F  -5.7684  4.9693  0.0966  -0.2604
H  -2.3965  4.0442  -2.6351  0.4157
H  -3.0492  2.6387  -3.3640  0.3529
H  -1.3394  2.6190  -2.5957  0.0416
H  -2.0995  2.5933  -0.4663  -0.5203
H  -3.1999  1.4389  -1.1640  -0.1243

Atoms 1-6, force components in eV/Å:
0.69 -0.67 0.27
-0.01 -2.55 -2.16
0.89 2.02 0.90
0.31 0.94 -0.49
0.36 -1.18 2.94
0.43 0.01 -0.56



# 2
Here is a cluster of 3 separate species, C12H22ClN4 in total from OMol25. Energies are from ωB97M-V with the def2-TZVPD basis set.

Values from the calculation:
Highest occupied orbital energy in eV: -9.251
2S+1: 1
Charge: +1
ΔE to the lowest compared entry with this formula, charge and spin in kcal/mol: 22.33

Each line ends with the natural charge from an NBO analysis.
Element x y z (Å)
C  -35.1068  -26.3234  -23.6511  -0.6470
C  -34.7406  -27.6854  -23.1407  -0.2023
N  -33.5071  -27.5858  -22.2928  -0.2826
C  -32.3043  -26.9332  -22.5798  -0.0580
C  -31.5123  -27.1114  -21.4847  -0.0215
N  -32.1071  -28.0760  -20.7156  -0.2839
C  -33.3567  -28.2295  -21.1402  0.2419
C  -31.5825  -28.6682  -19.5171  -0.4338
H  -35.1030  -25.4699  -22.9765  0.2394
H  -36.1411  -26.3626  -24.0077  0.2418
H  -34.5151  -26.0716  -24.5317  0.2251
H  -34.3670  -28.3410  -23.9288  0.2231
H  -35.5271  -28.2196  -22.6152  0.2254
H  -32.2255  -26.3417  -23.4729  0.2514
H  -30.5189  -26.8153  -21.1891  0.3113
H  -34.1383  -28.8362  -20.7143  0.2329
H  -31.0122  -29.5751  -19.7486  0.2319
H  -32.3254  -29.1252  -18.8595  0.2266
H  -30.9183  -28.0820  -18.8885  0.2594
C  -24.5841  -26.9010  -23.1424  -0.6382
C  -24.3149  -27.2990  -21.7025  -0.2209
N  -23.1114  -28.1643  -21.6906  -0.2607
C  -21.8822  -27.8125  -21.1846  -0.0353
C  -21.0392  -28.8533  -21.4436  -0.0511
N  -21.7661  -29.8238  -22.0720  -0.2817
C  -23.0292  -29.4120  -22.1639  0.2371
C  -21.3082  -31.1591  -22.4081  -0.4092
H  -25.4912  -26.3042  -23.2577  0.2810
H  -24.6441  -27.6977  -23.8823  0.2102
H  -23.8500  -26.1789  -23.5196  0.2083
H  -25.1588  -27.8913  -21.3493  0.2643
H  -24.1375  -26.4459  -21.0585  0.2373
H  -21.6929  -26.8642  -20.7152  0.2561
H  -20.0371  -29.0913  -21.1311  0.2475
H  -23.9051  -30.0206  -22.3172  0.2473
H  -22.0701  -31.8500  -22.0520  0.2285
H  -20.3485  -31.3887  -21.9567  0.2374
H  -21.1974  -31.2319  -23.4894  0.2325
Cl  -27.8328  -26.6749  -21.2989  -0.9718

Atoms 1-6, force components in eV/Å:
-1.12 0.35 -1.16
1.89 0.05 0.15
0.01 -0.37 0.65
-1.07 0.44 0.67
0.98 -1.03 -0.79
-1.31 1.19 1.07



# 3
Here is a structure of composition ClIO2P from OMol25. Energies are from ωB97M-V with the def2-TZVPD basis set.

Values from the calculation:
Highest occupied orbital energy (spin up / spin down) in eV: -4.032 / -4.032
2S+1: 1
Charge: -1
ΔE to the lowest compared entry with this formula, charge and spin in kcal/mol: 117.23

Each line ends with the natural charge from an NBO analysis.
Element x y z (Å)
O  -2.2938  -0.4926  0.9893  -0.8786
O  1.8235  0.7903  -0.9573  -1.0738
P  1.6071  -0.2997  -0.0319  1.1832
Cl  -0.9894  -0.0082  0.1333  0.1709
I  1.8177  -2.4754  -1.3321  -0.4017

Force components x, y, z for each atom (eV/Å):
0.51 -0.19 0.02
0.05 1.14 -1.08
-0.47 -0.99 1.61
-0.08 0.37 -0.32
-0.02 -0.33 -0.23